Entry 1:
Molecular formula: C2ClF2OS
Method: DFT, the ωB97M-V functional and the def2-TZVPD basis

Output
2S+1: 3
E_LUMO (alpha / beta): 3.532 / 1.936 eV
Charge: -1
Highest occupied orbital energy (alpha / beta): -0.8926 / -4.8196 eV
Energy relative to the best compared isomer or geometry (same formula, charge and spin): 0.00 kcal per mole

XYZ file:
```
7
Properties=species:S:1:pos:R:3:forces:R:3:nbo_charge:R:1
C -0.776161 -0.529838 -0.829146 2.74 -0.22 4.26 -0.082
C -0.014254 -0.735045 0.438169 -0.82 1.68 1.37 0.597
O -1.039272 -1.524176 -1.486027 -1.16 -2.36 -2.60 -0.684
F -0.621365 -1.626480 1.333957 0.82 0.26 -0.78 -0.368
F 0.163225 0.452880 1.254682 -0.74 -1.18 -1.28 -0.393
S -1.404094 1.014640 -0.925852 -1.33 2.59 -0.84 0.103
Cl 1.722881 -1.251819 0.270938 0.49 -0.77 -0.13 -0.173
```
Positions in Å, forces in eV/Å.

Entry 2:
Molecular formula: C39H45MnN7O2SeSi2
Method: DFT, the ωB97M-V functional and the def2-TZVPD basis

Output
2S+1: 5
E_LUMO (alpha / beta): -3.696 / -3.239 eV
Charge: +1
Highest occupied orbital energy (alpha / beta): -10.2432 / -10.2663 eV
Energy relative to the best compared isomer or geometry (same formula, charge and spin): 0.00 kcal per mole

XYZ file:
```
97
Properties=species:S:1:pos:R:3:forces:R:3:lowdin_charge:R:1
Mn 0.105170 0.395417 0.210533 0.11 0.36 0.11 0.880
N 2.472113 0.520036 2.728781 -0.04 -0.01 -0.01 0.153
C 1.193185 0.371591 3.249341 0.14 0.05 -0.11 -0.281
C 1.111508 0.207448 4.637265 -0.01 -0.02 0.15 0.013
C -0.116457 0.163929 5.244490 -0.01 0.00 0.05 -0.033
C -1.259298 0.318902 4.462656 0.00 0.01 0.05 -0.037
C -1.086406 0.476862 3.112567 0.00 0.05 0.03 -0.125
N 0.106477 0.478278 2.491063 0.01 -0.12 -0.32 0.075
C 3.028960 0.197021 1.501456 -0.02 -0.01 0.04 -0.293
C 4.403940 -0.069797 1.484890 0.11 -0.01 0.04 0.012
C 5.011793 -0.407754 0.302093 0.01 -0.01 -0.01 -0.030
C 4.235354 -0.513439 -0.849151 0.15 -0.01 0.02 -0.061
C 2.901390 -0.233343 -0.740341 -0.10 -0.05 -0.01 -0.171
N 2.302308 0.168930 0.394196 -0.19 -0.01 -0.08 0.071
H 3.164798 0.498383 3.457873 0.04 0.01 0.05 0.134
H 2.017701 0.107006 5.221177 -0.01 -0.01 -0.04 0.124
H -0.189907 0.023639 6.315537 0.00 0.01 -0.04 0.121
H -2.250163 0.328375 4.894380 0.03 0.01 -0.03 0.115
H -1.937892 0.650751 2.477514 -0.03 -0.04 -0.06 0.067
H 4.970656 -0.033621 2.406748 -0.02 0.01 -0.01 0.123
H 6.072677 -0.619371 0.277011 -0.01 0.01 0.00 0.122
H 4.658396 -0.820022 -1.794938 -0.03 0.00 0.01 0.122
H 2.251556 -0.345956 -1.597550 -0.04 0.01 -0.03 0.107
Se -5.580147 0.023614 -5.249999 -0.31 -0.01 -0.28 1.172
N -3.882030 0.527963 -5.286642 0.04 -0.02 0.05 -0.216
C -3.411456 0.331757 -4.085036 0.14 0.00 0.18 -0.337
C -2.036679 0.642611 -3.699785 -0.15 0.01 -0.07 -0.070
C -1.097133 1.103244 -4.618183 -0.08 0.04 -0.07 0.033
C 0.167467 1.410570 -4.175518 0.07 0.03 -0.01 -0.005
C 0.449551 1.258872 -2.825022 -0.06 0.19 0.04 -0.102
N -0.424983 0.790801 -1.942292 0.15 -0.18 0.14 0.082
C -1.657089 0.472031 -2.369159 -0.01 -0.04 0.07 -0.116
C -2.588152 -0.105131 -1.386089 0.11 0.06 -0.01 -0.147
N -2.112891 -0.302932 -0.151461 -0.02 0.16 0.16 0.081
C -2.880911 -0.937689 0.720518 -0.02 -0.04 -0.02 -0.129
C -4.188347 -1.327707 0.447292 0.04 -0.03 0.07 -0.006
C -4.705505 -1.064904 -0.797877 -0.11 0.00 -0.09 0.033
C -3.885351 -0.461156 -1.749103 -0.06 -0.01 -0.17 -0.076
C -4.331173 -0.204546 -3.116840 0.18 0.02 0.14 -0.335
N -5.544198 -0.438610 -3.538976 0.07 -0.01 0.02 -0.214
H -1.386631 1.219391 -5.654635 0.01 -0.01 0.01 0.128
H 0.934797 1.771357 -4.846868 -0.04 0.02 0.02 0.122
H 1.408675 1.563327 -2.436738 0.08 -0.06 0.03 0.080
H -2.436462 -1.170253 1.677523 0.00 0.03 0.03 0.102
H -4.767618 -1.830549 1.209713 0.01 0.01 -0.03 0.122
H -5.719690 -1.331352 -1.069615 0.05 0.00 0.03 0.128
C -3.109119 2.574853 0.690424 0.01 -0.22 0.02 -0.171
Si -1.506069 3.508733 0.385767 -0.02 -0.06 0.00 0.428
C -1.374463 4.675592 1.842609 0.03 0.18 0.07 -0.167
C -1.932800 4.461219 -1.168229 0.04 0.04 -0.17 -0.177
C 0.149368 2.557147 0.357107 -0.10 0.10 0.01 -0.349
Si 1.620427 3.635117 -0.216917 0.16 -0.08 0.07 0.431
C 1.236777 4.901982 -1.537951 -0.16 0.04 -0.12 -0.179
C 3.203488 2.820462 -0.831126 0.04 -0.10 0.00 -0.173
C 2.190060 4.518110 1.332031 0.04 0.15 0.12 -0.168
H -3.850455 3.334070 0.960262 0.06 -0.01 -0.04 0.049
H -3.086308 1.851096 1.500978 -0.07 -0.02 0.04 0.003
H -3.472995 2.073285 -0.208041 -0.03 0.00 0.02 0.024
H -2.288642 5.273039 1.924586 0.06 -0.06 0.01 0.044
H -0.534060 5.367682 1.757897 -0.14 -0.03 0.02 0.014
H -1.254052 4.114178 2.775916 0.00 0.06 -0.05 0.041
H -3.016427 4.613054 -1.173880 0.06 0.00 -0.02 0.039
H -1.671908 3.921708 -2.083637 -0.02 0.01 0.01 0.026
H -1.463775 5.443532 -1.213368 -0.01 -0.05 -0.04 0.024
H 0.392637 2.519157 1.424301 -0.03 -0.08 0.09 -0.020
H 0.686935 4.487886 -2.387178 0.03 0.04 0.01 0.025
H 2.186964 5.290163 -1.914890 -0.05 0.00 0.03 0.038
H 0.667132 5.748600 -1.152659 0.00 -0.03 -0.03 0.030
H 3.088679 2.032222 -1.570597 0.08 0.09 -0.05 -0.001
H 3.788522 2.411006 -0.002194 -0.04 0.00 -0.09 0.033
H 3.804011 3.606010 -1.300086 -0.04 0.01 0.09 0.047
H 1.435410 5.179248 1.761922 0.13 -0.06 -0.02 0.015
H 3.071913 5.124693 1.101134 -0.04 -0.04 0.04 0.046
H 2.475198 3.790975 2.100619 0.00 0.05 -0.05 0.034
C 0.523084 -8.058430 -0.751698 0.01 0.10 0.02 -0.048
C 0.567637 -6.598064 -0.377736 -0.01 -0.06 -0.02 -0.261
C -0.414264 -6.027700 0.420828 -0.03 -0.02 -0.03 -0.005
C -0.369738 -4.688018 0.790861 -0.01 -0.02 0.03 -0.200
C -1.450777 -4.110269 1.664291 0.05 -0.02 0.02 -0.023
C 0.687149 -3.896001 0.346503 -0.05 0.03 0.01 -0.068
C 1.692214 -4.447697 -0.447411 0.03 -0.02 -0.07 -0.199
C 2.848811 -3.605721 -0.916013 -0.01 -0.05 0.04 -0.028
C 1.614658 -5.788761 -0.802582 0.02 0.01 0.00 -0.006
C 0.788874 -2.455412 0.794061 0.00 0.26 -0.25 -0.561
O 1.370554 -2.182076 1.836100 -0.06 0.07 0.09 0.067
O 0.244835 -1.566204 0.000498 0.00 -0.66 0.14 -0.141
H -0.438316 -8.503463 -0.497169 0.01 0.01 0.00 0.074
H 1.300538 -8.615290 -0.224826 -0.01 0.00 0.00 0.084
H 0.691348 -8.195261 -1.820842 -0.01 0.00 0.01 0.080
H -1.237425 -6.643418 0.770658 0.03 0.03 0.00 0.116
H -2.137192 -4.886351 2.001469 0.02 0.01 0.00 0.081
H -2.026131 -3.371397 1.106387 -0.05 0.03 -0.01 0.058
H -1.025114 -3.619314 2.543543 -0.02 0.01 -0.03 0.089
H 2.549859 -2.961969 -1.747783 0.00 0.01 0.02 0.085
H 3.672459 -4.232915 -1.257773 -0.02 0.01 -0.01 0.084
H 3.217873 -2.968433 -0.110404 -0.02 -0.05 -0.03 0.071
H 2.400718 -6.216636 -1.418537 -0.03 0.02 0.03 0.121
```
Positions in Å, forces in eV/Å.

Entry 3:
Molecular formula: C30H22FeI2N5O2
Method: DFT, the ωB97M-V functional and the def2-TZVPD basis

Output
2S+1: 6
E_LUMO (alpha / beta): -0.083 / -0.596 eV
Charge: 0
Highest occupied orbital energy (alpha / beta): -7.5639 / -7.5263 eV
Energy relative to the best compared isomer or geometry (same formula, charge and spin): 0.00 kcal per mole

XYZ file:
```
62
Properties=species:S:1:pos:R:3:forces:R:3:nbo_charge:R:1
Fe 1.129909 0.579473 0.319325 0.00 -0.04 -0.03 1.918
O 0.770140 2.127984 1.377371 0.00 0.00 -0.01 -0.794
C -0.287185 2.485559 2.064520 -0.03 -0.01 -0.01 0.358
C -0.640121 3.845398 2.140387 0.01 -0.01 0.00 -0.215
C -1.750322 4.255507 2.843592 -0.01 0.00 0.00 -0.189
C -2.561309 3.331009 3.505296 0.00 0.01 0.00 -0.261
C -2.225398 1.996109 3.454574 -0.01 -0.01 0.00 -0.173
C -1.096739 1.556384 2.753939 0.02 0.01 0.00 -0.212
C -0.726024 0.148996 2.758317 0.00 0.01 -0.02 0.406
N 0.031220 -0.476853 1.869043 0.03 0.02 0.02 -0.590
C 0.127494 -1.791649 2.271166 -0.01 0.01 0.00 -0.072
C -0.583907 -1.967093 3.410625 -0.01 0.00 0.00 -0.086
N -1.121882 -0.733369 3.705199 0.00 -0.01 0.01 -0.507
H -0.009373 4.552011 1.617294 0.00 0.00 0.00 0.221
H -2.001183 5.308406 2.874879 0.00 0.00 0.00 0.214
H -3.442593 3.654345 4.041538 0.00 0.00 0.00 0.215
H -2.866883 1.272425 3.946654 0.00 0.00 0.00 0.195
H 0.712192 -2.506777 1.720993 0.00 0.00 -0.01 0.229
H -0.744951 -2.829808 4.030799 0.00 0.00 0.00 0.227
H -1.651882 -0.495402 4.524639 0.00 0.00 0.00 0.427
I 2.937122 3.223851 -3.703870 -0.01 -0.02 -0.01 0.166
C 0.991154 2.623038 -3.299744 0.00 0.03 -0.01 -0.260
C -0.038410 2.921338 -4.210760 0.01 0.00 0.00 -0.221
C -1.320418 2.496269 -4.002560 -0.01 0.01 0.00 -0.203
I -2.766388 2.913177 -5.448715 -0.01 0.00 -0.01 0.139
C -1.645087 1.754513 -2.838084 -0.01 -0.02 0.00 -0.033
C -2.923916 1.261780 -2.503294 0.01 0.00 0.02 -0.135
C -3.104300 0.550534 -1.349128 0.00 0.02 -0.02 -0.254
C -2.003214 0.313301 -0.513547 -0.01 0.01 0.03 0.081
N -0.800050 0.750419 -0.798982 0.01 0.02 0.05 -0.511
C -0.603359 1.468056 -1.933478 -0.02 0.02 -0.03 0.068
C 0.753353 1.883725 -2.156832 0.02 -0.02 0.02 0.396
O 1.663060 1.522531 -1.305620 -0.02 0.03 -0.05 -0.796
H 0.205173 3.484645 -5.101424 0.00 0.00 0.00 0.237
H -3.756054 1.451344 -3.168525 0.00 0.00 0.00 0.233
H -4.077047 0.167516 -1.074158 0.00 0.00 0.00 0.225
H -2.110644 -0.246687 0.408060 0.00 -0.02 -0.01 0.205
C 0.378234 -2.216236 -1.329897 0.09 -0.04 -0.06 -0.233
N 1.343739 -1.430882 -0.587905 -0.03 0.03 0.04 -0.585
C 2.525672 -1.898750 -0.375995 -0.01 0.00 0.02 0.176
C 3.442023 -1.143459 0.402642 -0.01 -0.02 0.02 -0.034
C 4.748815 -1.374169 0.822864 0.02 0.03 -0.03 -0.220
C 5.110894 -0.260343 1.590665 0.00 -0.02 0.01 -0.328
C 4.005376 0.588872 1.607075 0.00 0.01 -0.02 0.004
N 2.995766 0.061900 0.894688 0.00 -0.03 0.04 -0.650
C 0.084298 -1.663384 -2.707951 -0.09 0.00 0.02 -0.037
C -1.181928 -1.841640 -3.257575 0.01 0.02 0.01 -0.215
C -1.484335 -1.344075 -4.515845 0.00 0.00 0.00 -0.229
C -0.518873 -0.657279 -5.239609 0.00 -0.01 -0.01 -0.166
C 0.746949 -0.483097 -4.700391 0.01 0.00 0.01 -0.214
C 1.048975 -0.984802 -3.441270 0.02 0.00 0.00 -0.222
H -0.555319 -2.244533 -0.760469 0.00 -0.01 0.01 0.202
H 0.727527 -3.253399 -1.418915 0.02 0.00 0.00 0.194
H 2.820709 -2.873855 -0.769771 0.00 0.00 0.00 0.183
H 5.353872 -2.236429 0.589425 0.00 0.00 0.00 0.216
H 6.056633 -0.083609 2.076334 0.00 0.00 0.00 0.219
H 3.895241 1.548076 2.089517 0.00 0.00 0.00 0.210
H -1.944145 -2.357880 -2.683381 0.00 -0.01 -0.01 0.207
H -2.477856 -1.476042 -4.926361 0.00 0.00 0.00 0.214
H -0.758248 -0.248719 -6.213200 0.00 0.00 0.00 0.211
H 1.501774 0.064909 -5.250326 0.01 0.00 0.00 0.221
H 2.028526 -0.807981 -3.013438 0.00 0.00 0.00 0.229
```
Positions in Å, forces in eV/Å.

Entry 4:
Molecular formula: C5H16NO
Method: DFT, the ωB97M-V functional and the def2-TZVPD basis

Output
E_LUMO: -3.295 eV
Charge: +1
Highest occupied orbital energy: -14.8149 eV
Energy relative to the best compared isomer or geometry (same formula, charge and spin): 71.52 kcal per mole

XYZ file:
```
23
Properties=species:S:1:pos:R:3:forces:R:3:nbo_charge:R:1
C 0.759113 -0.412366 1.230231 1.80 -0.15 2.04 -0.235
C -0.125900 0.696244 0.610202 -1.05 0.54 1.42 -0.225
C -0.417788 1.918353 1.615526 2.90 -1.19 0.79 -0.618
C -1.499138 0.061529 0.223708 1.41 2.51 1.03 -0.462
C -1.456093 -0.093828 -1.220897 -2.09 -3.03 -2.99 -0.599
N 1.064357 -1.465482 0.112951 -3.53 5.30 -1.04 -0.724
H 1.741713 0.077324 1.663088 -1.53 -1.28 -1.26 0.240
H 0.386336 -1.066870 2.103975 -0.13 1.50 -1.35 0.237
H 0.440183 1.113206 -0.279724 -0.76 -0.58 0.86 0.194
H -1.443160 2.370765 1.694709 1.22 -0.71 -0.38 0.251
H 0.424497 2.659323 1.504365 -1.30 -0.22 -0.24 0.232
H -0.058551 1.443812 2.565748 -1.16 0.73 -0.04 0.215
H -2.280325 0.749402 0.537264 -0.01 0.37 -0.42 0.238
H -1.758432 -0.753872 0.835601 0.11 -1.68 0.47 0.224
H -0.723027 0.581140 -1.666263 -0.89 0.20 -0.38 0.207
H -2.553677 -0.014839 -1.572608 2.05 0.00 -0.37 0.263
H -1.098903 -1.166547 -1.582296 -0.79 1.75 0.54 0.173
H 1.595608 -2.210830 0.406674 0.95 -2.62 0.72 0.437
H 1.599570 -0.916074 -0.578666 0.16 -0.93 -0.31 0.460
H 0.083178 -1.559308 -0.396917 2.52 -0.89 1.28 0.466
H 1.667244 0.166384 -2.293337 1.69 -4.24 -0.91 0.486
H 1.580219 -1.310007 -3.159210 1.36 1.52 2.24 0.515
O 2.072983 -0.867451 -2.354117 -2.95 3.10 -1.70 -0.973
```
Positions in Å, forces in eV/Å.

Entry 5:
Molecular formula: C4H5OP
Method: DFT, the ωB97M-V functional and the def2-TZVPD basis

Output
E_LUMO (alpha / beta): -0.413 / -0.461 eV
Charge: 0
Highest occupied orbital energy (alpha / beta): -7.3970 / -7.4331 eV
Energy relative to the best compared isomer or geometry (same formula, charge and spin): 78.51 kcal per mole

XYZ file:
```
11
Properties=species:S:1:pos:R:3:forces:R:3:nbo_charge:R:1
C 0.179461 -0.742433 -0.367337 -0.56 -0.15 -2.87 0.067
C -0.186473 0.556193 -0.968300 -1.69 0.52 0.63 -0.218
C -0.481227 -0.288405 0.909275 0.79 1.23 -1.55 -0.459
C -0.884055 0.932232 0.096382 0.65 -0.86 0.17 -0.142
O 1.593549 -0.844960 -0.402902 0.12 -1.64 0.09 -0.780
P 2.365176 0.196489 0.511138 1.79 0.76 0.46 0.505
H -0.328259 -1.537004 -0.920461 0.63 -0.53 0.35 0.199
H -0.132548 0.986124 -1.923292 0.56 0.40 -1.20 0.211
H -1.119477 -0.971725 1.323970 -1.87 -1.33 1.35 0.213
H 0.399555 -0.103510 1.451688 0.57 0.58 2.08 0.202
H -1.405706 1.816998 0.289835 -0.98 1.01 0.48 0.203
```
Positions in Å, forces in eV/Å.

Computed energy, in the same sequence as the records: -1209.5178; -6178.3250; -3439.8892; -329.7669; -571.8419 Eh.